No. 1
# C4H16NO8

A 6-piece molecular cluster, C4H16NO8 overall in a non-equilibrium geometry (ωB97M-V/def2-TZVPD, the OMol25 dataset).

```
29
Properties=species:S:1:pos:R:3
O 0.7416 2.4455 2.6593
O 2.5661 -0.5229 -2.3157
O 0.2026 -1.4145 -0.2610
O 0.6038 0.5736 -1.2124
O 2.3127 2.4278 -0.5779
O 1.9497 -2.0581 2.6485
O -0.6953 0.4266 -3.3507
O -1.5206 -2.6997 1.4033
N -1.9491 -0.3321 0.9732
C -1.0612 0.6154 0.2977
C -1.1347 -1.5617 1.4106
C 0.0877 -0.1614 -0.4478
C -2.9657 -0.8791 0.0243
H 2.6838 2.1917 -1.4760
H 1.7496 -0.0447 -2.3027
H 2.6705 -0.7320 -1.4840
H -3.4394 -1.7724 0.3973
H 1.3640 2.0555 -0.8846
H -3.6294 -0.1133 -0.2811
H -0.3698 -0.5731 -3.6280
H -1.5361 1.2807 -0.4004
H -0.2418 -1.2566 1.9607
H 1.1900 -2.0165 2.0526
H 1.6202 2.5303 2.2852
H 1.5997 -1.4578 3.3423
H -2.2790 -1.1595 -0.8947
H 0.2013 2.1494 1.8468
H -0.0560 0.7242 -2.8149
H -0.6651 1.3346 1.0300
```

Computed properties:
ΔE to the lowest compared entry with this formula, charge and spin = 383.4 kJ/mol
E_HOMO = -0.2153 Eh
Charge = -1
2S+1 = 1
E = -818.6937 a.u.
LUMO = 3.224 eV
Kohn-Sham gap = 9.1 eV

---

No. 2
# C27H28F5HfN6OS3

C27H28F5HfN6OS3 as an isolated structure in a non-equilibrium geometry (ωB97M-V/def2-TZVPD, the OMol25 dataset).

```
71
Properties=species:S:1:pos:R:3
Hf 0.5540 2.1529 -0.0619
S -1.6982 2.5597 1.0274
S 1.8198 -0.0729 -0.4744
S 0.8753 4.5509 -0.4854
F 6.6705 5.2694 -0.9377
F 5.6160 2.7723 -0.6044
F 2.9055 2.4856 -0.3912
F 2.3634 7.1062 -0.9335
F 5.0368 7.4115 -1.1129
O -2.5465 -2.2304 -0.6605
N 1.2628 2.1707 2.0106
N -4.3049 2.6426 0.6508
N 1.3501 1.9838 4.1704
N -0.4479 -1.5416 -0.2794
N -3.1183 1.4877 -0.9850
N 1.4987 -2.6273 -0.9418
C -6.7264 2.9358 0.7411
C 4.8409 3.8387 -0.6884
C 0.1189 -5.4922 1.4972
C -0.5017 -6.5561 0.8478
C 2.6030 4.7879 -0.6709
C 0.1129 0.1533 3.0247
C 3.2344 -4.2043 -1.6506
C 2.5257 -4.6389 -2.9312
C 5.3713 5.1120 -0.8653
C 2.9412 -2.7647 -1.2607
C 3.1517 6.0502 -0.8577
C -3.1504 2.1813 0.1195
C 2.0033 3.2492 2.5232
C -1.4545 -2.5951 -0.3265
C 0.8834 1.4220 3.0599
C -0.1583 -4.1934 1.1097
C 2.0611 3.1306 3.8603
C -4.2863 1.2102 -1.6063
C -4.2114 0.4309 -2.8696
C 4.5272 6.2127 -0.9518
C -1.4269 -6.3244 -0.1619
C -5.5018 1.6446 -1.0770
C 3.4761 3.7333 -0.5933
C -5.5102 2.3881 0.0787
C 0.8739 -1.5483 -0.5806
C -1.0691 -3.9596 0.0761
C -1.7251 -5.0255 -0.5403
H 0.8048 -5.6801 2.3122
H 2.9668 -4.8656 -0.8212
H 2.7993 -5.6622 -3.1814
H 3.5253 -2.4670 -0.3901
H -7.6216 2.6488 0.1977
H -6.6777 4.0266 0.7819
H 2.8063 -4.0019 -3.7713
H 1.2197 1.6190 5.1038
H -6.8053 2.5690 1.7669
H 3.1821 -2.0863 -2.0802
H -1.9277 -7.1541 -0.6415
H 2.4376 4.0074 1.8981
H -0.7055 0.1760 3.7447
H -6.4326 1.4089 -1.5718
H 0.7599 -0.6870 3.2832
H -4.2678 3.1974 1.4994
H -0.3048 -0.0191 2.0367
H 4.3129 -4.2846 -1.7857
H 0.3051 -3.3612 1.6285
H 0.9539 -3.4830 -1.0028
H -3.6851 1.0167 -3.6271
H -5.1991 0.1818 -3.2473
H -0.2645 -7.5713 1.1379
H 1.4350 -4.6166 -2.8388
H -3.6384 -0.4845 -2.7134
H -0.9073 -0.6436 -0.3038
H -2.4508 -4.8242 -1.3177
H 2.5395 3.7416 4.6062
```

Computed properties:
ΔE to the lowest compared entry with this formula, charge and spin = 136.2 kJ/mol
E_HOMO = -0.6009 Eh
Charge = +3
2S+1 = 1
E = -3190.5761 a.u.
LUMO = -9.616 eV
Kohn-Sham gap = 6.7 eV